{
  "formula": "C4H13N2O",
  "method": "ωB97M-V with the def2-TZVPD basis set",
  "elements": ["C", "O", "C", "C", "C", "N", "N", "H", "H", "H", "H", "H", "H", "H", "H", "H", "H", "H", "H", "H"],
  "xyz": [[0.119310, 0.950751, -1.869332], [1.084300, 0.173213, -2.653756], [0.261445, 0.265906, -0.518184], [-0.577919, 0.911814, 0.605778], [-1.005063, -0.134578, 1.631725], [0.294144, -0.801745, 2.125564], [0.229440, -1.194211, -0.520656], [-0.805395, 0.773768, -2.409677], [0.517219, 1.960072, -1.921428], [0.995461, 0.131364, -3.611521], [1.363367, 0.471891, -0.310896], [-1.449800, 1.398834, 0.169614], [-0.007580, 1.724990, 1.075446], [-1.694277, -0.827400, 1.169391], [-1.370929, 0.302132, 2.556055], [0.480697, -1.401790, 1.251867], [0.276295, -1.366198, 2.976981], [1.063198, -0.131584, 2.123578], [0.896774, -1.586439, -1.169454], [-0.670686, -1.620791, -0.701095]],
  "forces_ev_per_angstrom": [[1.32, -1.96, -2.21], [0.61, -0.27, 0.51], [2.04, 0.93, 0.29], [0.06, -0.11, -0.19], [1.11, 1.26, 1.23], [-0.33, -0.98, -1.81], [-0.52, -0.39, 0.57], [-0.69, 0.59, 0.58], [-0.70, 0.38, 0.54], [-0.54, 0.54, 0.19], [-1.18, -0.14, 0.03], [-0.25, -0.17, 0.16], [-0.09, -0.25, -0.02], [0.13, -0.54, 0.45], [-0.77, 0.17, -0.34], [0.29, 0.15, 0.27], [-0.25, 0.32, -0.09], [-0.16, 0.06, 0.44], [0.04, 0.22, -0.21], [-0.14, 0.20, -0.36]],
  "smiles": "N[C@@H](CO)CC[NH3+]",
  "homo_lumo_gap_ev": 10.8,
  "lumo_energy_ev": -3.123,
  "homo_ev": -13.942,
  "total_charge": 1,
  "e_tot_ev": -9379.64501,
  "de_lowest_kj_mol": 187.1
}